1.
{"formula": "C33H77NO12", "method": "ωB97M-V/def2-TZVPD", "mol_weight_g_mol": 679.97, "homo_lumo_gap_ev": 6.337, "homo_ev": -8.9047, "e_lumo_ev": -2.6, "multiplicity": 1, "e_above_lowest_ev": 0.000, "species": ["C", "C", "O", "N", "H", "H", "C", "H", "H", "H", "H", "H", "H", "O", "H", "C", "C", "C", "O", "H", "H", "H", "H", "H", "H", "H", "H", "C", "C", "C", "O", "H", "H", "H", "H", "H", "H", "H", "H", "C", "C", "C", "O", "H", "H", "H", "H", "H", "H", "H", "H", "C", "C", "C", "O", "H", "H", "H", "H", "H", "H", "H", "H", "C", "C", "C", "O", "H", "H", "H", "H", "H", "H", "H", "H", "C", "C", "C", "O", "H", "H", "H", "H", "H", "H", "H", "H", "C", "C", "C", "O", "H", "H", "H", "H", "H", "H", "H", "H", "C", "C", "C", "O", "H", "H", "H", "H", "H", "H", "H", "H", "C", "C", "C", "O", "C", "C", "C", "O", "H", "H", "H", "H"], "positions_angstrom": [[2.071, -0.910, 0.192], [1.147, -0.398, -0.928], [1.101, -1.038, -2.065], [0.104, 0.645, -0.656], [-0.106, 0.880, 0.341], [0.630, 1.534, -0.948], [-1.168, 0.550, -1.347], [1.787, -0.413, 1.079], [3.039, -0.742, -0.080], [1.656, -1.984, 0.248], [-0.986, 0.874, -2.350], [-1.906, 1.329, -0.944], [-1.566, -0.345, -1.255], [-0.329, 0.673, 1.970], [-0.804, 0.873, 2.872], [-4.281, 2.467, -2.719], [-5.028, 1.341, -2.054], [-6.358, 1.029, -2.737], [-4.212, 0.324, -1.925], [-5.044, 3.181, -2.863], [-3.964, 2.258, -3.740], [-3.286, 3.217, -2.333], [-5.167, 1.662, -1.014], [-6.263, 0.909, -3.709], [-7.244, 1.566, -2.417], [-7.038, 0.258, -2.411], [-4.572, -0.335, -1.361], [1.435, -2.360, -5.093], [2.885, -2.127, -4.926], [3.830, -3.285, -4.833], [3.380, -1.153, -5.858], [1.365, -2.441, -6.177], [0.812, -1.444, -4.812], [1.031, -3.081, -4.478], [3.070, -1.441, -4.122], [3.218, -4.009, -4.363], [4.818, -3.094, -4.373], [3.975, -3.809, -5.901], [4.264, -0.874, -5.514], [-5.682, -3.641, -0.190], [-4.520, -2.744, -0.503], [-4.395, -2.834, -2.038], [-4.586, -1.432, 0.047], [-6.043, -4.270, -0.975], [-6.497, -2.851, 0.061], [-5.547, -4.191, 0.582], [-3.420, -3.114, -0.058], [-4.078, -3.728, -2.419], [-3.585, -2.045, -2.399], [-5.265, -2.627, -2.596], [-4.601, -1.520, 0.908], [-2.985, 4.762, 2.207], [-2.421, 3.373, 2.395], [-3.429, 2.218, 2.748], [-1.625, 2.917, 1.313], [-3.840, 4.958, 1.516], [-2.128, 5.378, 1.811], [-3.429, 5.175, 3.199], [-1.622, 3.243, 3.037], [-3.034, 1.295, 3.382], [-3.843, 2.168, 1.681], [-4.072, 2.677, 3.432], [-1.281, 2.059, 1.737], [-2.910, -3.502, 2.927], [-1.882, -2.413, 2.503], [-0.840, -2.970, 1.392], [-2.496, -1.207, 1.969], [-3.453, -3.000, 3.918], [-2.552, -4.426, 3.155], [-3.767, -3.568, 2.178], [-1.292, -2.077, 3.308], [0.105, -2.754, 1.636], [-0.940, -2.553, 0.439], [-1.013, -3.969, 1.599], [-1.688, -0.640, 1.998], [2.737, 3.361, -4.045], [1.399, 2.735, -3.874], [1.628, 1.429, -4.622], [1.310, 2.517, -2.435], [3.171, 3.549, -4.980], [3.353, 2.617, -3.406], [2.660, 4.251, -3.610], [0.415, 3.323, -4.197], [0.793, 0.684, -4.746], [2.252, 0.877, -4.252], [2.029, 1.656, -5.537], [1.114, 3.338, -2.126], [3.813, 3.459, 0.716], [2.873, 3.054, 1.740], [2.598, 4.138, 2.715], [1.733, 2.677, 1.180], [4.074, 2.499, 0.281], [4.677, 4.014, 1.213], [3.319, 4.126, -0.002], [3.282, 2.223, 2.533], [2.321, 5.065, 2.200], [3.482, 4.433, 3.225], [1.741, 3.516, 3.297], [1.079, 2.114, 1.712], [-0.514, 0.003, 5.727], [0.620, 0.840, 4.964], [1.665, 1.257, 6.012], [1.311, 0.088, 4.024], [-0.892, -0.022, 4.795], [-1.333, 0.599, 6.317], [-0.318, -0.917, 6.261], [0.361, 1.803, 4.612], [1.327, 1.961, 6.587], [2.642, 1.501, 5.367], [1.749, 0.384, 6.690], [0.804, 0.058, 3.280], [6.556, -4.694, 1.225], [5.115, -4.622, 0.805], [4.665, -3.244, 0.361], [3.568, -3.065, -0.097], [5.679, -2.191, 0.541], [7.046, -2.379, 0.932], [7.496, -3.670, 1.369], [8.704, -3.846, 1.751], [6.794, -5.693, 1.516], [4.560, -5.494, 0.641], [5.313, -1.312, 0.222], [7.590, -1.436, 0.827]]}

---

2.
{"formula": "C33H78Cl9N5", "method": "ωB97M-V/def2-TZVPD", "mol_weight_g_mol": 864.10, "homo_lumo_gap_ev": 8.359, "homo_ev": -8.0124, "e_lumo_ev": 0.3, "multiplicity": 1, "species": ["C", "C", "N", "C", "C", "C", "C", "H", "H", "H", "H", "H", "H", "H", "H", "H", "H", "H", "H", "H", "H", "H", "C", "C", "N", "C", "C", "C", "C", "H", "H", "H", "H", "H", "H", "H", "H", "H", "H", "H", "H", "H", "H", "H", "C", "C", "N", "C", "C", "C", "C", "H", "H", "H", "H", "H", "H", "H", "H", "H", "H", "H", "H", "H", "H", "H", "C", "C", "N", "C", "C", "C", "C", "H", "H", "H", "H", "H", "H", "H", "H", "H", "H", "H", "H", "H", "H", "H", "C", "C", "N", "C", "C", "C", "C", "H", "H", "H", "H", "H", "H", "H", "H", "H", "H", "H", "H", "H", "H", "H", "Cl", "C", "Cl", "Cl", "H", "Cl", "C", "Cl", "Cl", "H", "Cl", "C", "Cl", "Cl", "H"], "positions_angstrom": [[15.819, 17.130, 5.891], [15.816, 17.304, 7.434], [15.207, 16.166, 8.113], [15.481, 16.146, 9.544], [15.161, 14.835, 10.208], [13.840, 15.955, 7.748], [12.866, 17.008, 8.171], [16.095, 16.130, 5.633], [16.663, 17.695, 5.471], [14.935, 17.455, 5.392], [16.839, 17.377, 7.815], [15.370, 18.245, 7.712], [16.521, 16.357, 9.656], [14.889, 16.861, 10.099], [15.768, 14.092, 9.673], [15.446, 14.889, 11.248], [14.098, 14.536, 10.328], [13.508, 14.996, 8.142], [13.818, 15.838, 6.644], [12.955, 17.901, 7.536], [13.059, 17.405, 9.209], [11.849, 16.751, 8.115], [16.876, 23.569, 9.397], [16.128, 22.708, 10.381], [16.220, 21.281, 10.287], [15.245, 20.535, 11.086], [13.805, 20.723, 10.577], [17.602, 20.838, 10.647], [17.868, 19.416, 10.130], [16.852, 24.624, 9.701], [16.293, 23.559, 8.471], [17.882, 23.365, 9.077], [16.272, 23.016, 11.410], [15.095, 22.964, 10.190], [15.524, 19.494, 11.130], [15.264, 20.911, 12.129], [13.419, 21.738, 10.785], [13.679, 20.585, 9.537], [13.109, 20.011, 11.071], [17.845, 20.835, 11.712], [18.332, 21.516, 10.157], [18.968, 19.354, 9.818], [17.266, 19.123, 9.242], [17.738, 18.677, 10.919], [6.558, 21.624, 9.225], [7.957, 22.142, 9.042], [8.963, 21.220, 9.661], [8.798, 20.949, 11.118], [8.936, 22.142, 12.069], [10.352, 21.649, 9.328], [10.749, 21.087, 7.980], [6.524, 20.635, 8.781], [5.845, 22.337, 8.715], [6.302, 21.462, 10.286], [8.119, 22.222, 7.960], [8.091, 23.177, 9.417], [7.759, 20.646, 11.314], [9.458, 20.125, 11.409], [9.886, 22.667, 11.934], [8.151, 22.832, 11.817], [8.842, 21.909, 13.178], [10.940, 21.227, 10.181], [10.564, 22.736, 9.442], [11.730, 21.614, 7.746], [9.988, 21.296, 7.187], [10.954, 20.027, 8.032], [8.207, 18.195, 13.569], [9.292, 18.077, 14.652], [9.886, 16.733, 14.773], [8.825, 15.751, 14.933], [7.749, 15.865, 16.006], [10.880, 16.734, 15.825], [11.512, 15.372, 16.078], [8.135, 19.271, 13.436], [7.270, 17.758, 13.943], [8.529, 17.717, 12.657], [10.182, 18.702, 14.468], [8.809, 18.430, 15.592], [8.225, 15.715, 14.019], [9.380, 14.781, 14.974], [6.881, 15.222, 15.806], [8.107, 15.789, 17.001], [7.425, 16.928, 15.990], [10.462, 16.990, 16.867], [11.579, 17.512, 15.498], [11.740, 14.774, 15.215], [10.840, 14.693, 16.612], [12.372, 15.584, 16.668], [12.686, 12.042, 11.188], [12.548, 10.914, 12.184], [12.204, 11.213, 13.561], [10.890, 11.723, 13.747], [9.782, 10.682, 13.616], [13.249, 12.080, 14.182], [13.472, 11.779, 15.636], [13.485, 12.777, 11.446], [11.777, 12.569, 10.991], [13.037, 11.598, 10.241], [11.872, 10.137, 11.824], [13.450, 10.365, 12.265], [10.791, 12.075, 14.787], [10.639, 12.628, 13.182], [10.154, 9.676, 13.820], [8.995, 10.823, 14.363], [9.329, 10.701, 12.585], [12.856, 13.135, 14.004], [14.231, 11.931, 13.647], [14.222, 12.411, 16.105], [13.744, 10.702, 15.687], [12.550, 11.955, 16.209], [12.216, 20.452, 14.128], [12.162, 21.312, 15.675], [11.212, 20.431, 16.864], [11.647, 22.949, 15.382], [13.200, 21.353, 15.955], [13.737, 16.892, 13.273], [12.129, 16.684, 12.560], [11.931, 15.169, 11.718], [11.580, 18.060, 11.620], [11.425, 16.559, 13.389], [6.875, 14.291, 8.679], [8.427, 14.666, 9.387], [9.423, 15.581, 8.333], [9.268, 13.174, 9.930], [8.219, 15.280, 10.273]]}

---

3.
{"formula": "C33H78N2O7", "method": "ωB97M-V/def2-TZVPD", "mol_weight_g_mol": 614.99, "homo_lumo_gap_ev": 8.583, "homo_ev": -8.2366, "e_lumo_ev": 0.3, "multiplicity": 1, "e_above_lowest_ev": 5.541, "species": ["C", "C", "C", "C", "C", "C", "C", "C", "C", "N", "O", "H", "H", "H", "H", "H", "H", "H", "H", "H", "H", "H", "H", "H", "H", "H", "H", "H", "H", "H", "C", "C", "C", "C", "C", "C", "C", "C", "C", "N", "O", "H", "H", "H", "H", "H", "H", "H", "H", "H", "H", "H", "H", "H", "H", "H", "H", "H", "H", "H", "C", "C", "C", "O", "H", "H", "H", "H", "H", "H", "H", "H", "C", "C", "C", "O", "H", "H", "H", "H", "H", "H", "H", "H", "C", "C", "C", "O", "H", "H", "H", "H", "H", "H", "H", "H", "C", "C", "C", "O", "H", "H", "H", "H", "H", "H", "H", "H", "C", "C", "C", "O", "H", "H", "H", "H", "H", "H", "H", "H"], "positions_angstrom": [[6.361, 1.755, -2.110], [7.824, 1.378, -2.511], [7.855, 0.943, -3.954], [8.822, 2.565, -2.333], [9.177, 2.863, -0.846], [9.835, 1.635, -0.138], [8.924, 0.385, -0.259], [9.905, -0.777, -0.002], [7.741, 0.448, 0.706], [8.412, 0.271, -1.701], [7.581, -0.949, -1.871], [5.954, 2.529, -2.761], [5.839, 0.798, -2.077], [6.153, 2.180, -1.128], [7.563, 1.698, -4.684], [8.859, 0.637, -4.250], [7.032, 0.288, -4.241], [9.742, 2.228, -2.810], [8.553, 3.462, -2.891], [9.981, 3.598, -0.837], [8.363, 3.133, -0.173], [10.002, 1.839, 0.919], [10.827, 1.480, -0.561], [9.351, -1.712, 0.087], [10.348, -0.634, 0.983], [10.723, -0.826, -0.721], [6.935, -0.238, 0.448], [7.287, 1.438, 0.659], [7.992, 0.311, 1.758], [8.154, -1.442, -2.464], [-0.486, 1.303, -0.488], [-1.605, 0.540, 0.271], [-1.306, 0.628, 1.725], [-2.949, 1.294, -0.083], [-4.264, 0.558, 0.244], [-4.203, -0.833, -0.367], [-2.859, -1.571, -0.197], [-2.655, -2.172, 1.213], [-2.923, -2.775, -1.237], [-1.670, -0.784, -0.413], [-0.488, -1.562, -0.406], [-0.716, 1.255, -1.552], [-0.475, 2.361, -0.224], [0.482, 0.823, -0.345], [-2.091, 0.511, 2.472], [-0.516, -0.054, 2.040], [-1.005, 1.654, 1.933], [-3.061, 2.244, 0.440], [-2.879, 1.650, -1.111], [-4.203, 0.395, 1.320], [-5.163, 1.146, 0.059], [-4.511, -0.864, -1.412], [-4.988, -1.405, 0.128], [-1.697, -2.449, 1.654], [-3.337, -3.017, 1.314], [-2.986, -1.392, 1.898], [-3.775, -3.452, -1.172], [-2.065, -3.445, -1.187], [-2.825, -2.364, -2.242], [-0.349, -1.693, -1.347], [-10.705, -3.113, -0.189], [-10.098, -4.277, -0.728], [-9.513, -5.205, 0.352], [-11.076, -5.049, -1.422], [-11.391, -2.595, -0.859], [-9.969, -2.344, 0.047], [-11.302, -3.367, 0.687], [-9.312, -4.091, -1.460], [-9.281, -6.225, 0.048], [-10.353, -5.231, 1.046], [-8.573, -4.818, 0.748], [-11.753, -4.473, -1.784], [-3.937, 0.268, -6.723], [-4.194, -0.958, -7.659], [-5.104, -2.155, -7.224], [-4.667, -0.384, -8.805], [-4.862, 0.824, -6.569], [-3.145, 0.861, -7.180], [-3.567, 0.054, -5.720], [-3.225, -1.418, -7.856], [-4.670, -3.047, -7.677], [-6.140, -2.016, -7.532], [-5.136, -2.155, -6.134], [-5.108, 0.394, -8.455], [-4.381, 8.601, 1.541], [-5.275, 9.763, 1.991], [-6.486, 9.379, 2.832], [-4.293, 10.440, 2.861], [-4.003, 8.016, 2.380], [-3.658, 8.829, 0.758], [-5.080, 7.862, 1.152], [-5.622, 10.375, 1.159], [-7.244, 8.769, 2.342], [-6.997, 10.305, 3.098], [-6.077, 8.896, 3.719], [-4.317, 10.064, 3.744], [2.565, 2.094, 7.702], [1.342, 2.679, 8.442], [0.199, 1.771, 8.748], [1.795, 3.436, 9.547], [2.376, 1.994, 6.633], [2.890, 1.118, 8.060], [3.449, 2.729, 7.640], [0.975, 3.539, 7.882], [0.521, 1.086, 9.533], [-0.288, 1.279, 7.906], [-0.592, 2.431, 9.102], [2.585, 3.953, 9.371], [4.607, -7.610, 0.540], [3.284, -7.791, -0.208], [2.958, -9.214, -0.660], [2.285, -7.354, 0.677], [5.178, -8.537, 0.589], [4.573, -7.127, 1.517], [5.174, -6.867, -0.020], [3.236, -7.158, -1.094], [3.823, -9.809, -0.953], [2.401, -9.087, -1.589], [2.230, -9.708, -0.016], [2.414, -6.446, 0.958]]}

---

Q: What is the formula in the first record?
A: C33H77NO12